{
  "formula": "C6H4N2O5STl",
  "method": "ωB97M-V with the def2-TZVPD basis set",
  "symbols": ["O", "C", "Tl", "O", "C", "C", "O", "C", "O", "C", "O", "N", "C", "N", "S", "H", "H", "H", "H"],
  "xyz": [[0.0004, 0.0003, -7.7030], [0.0002, 0.0000, -6.5635], [0.0004, 0.0002, -1.5786], [2.3659, -3.0193, -1.4649], [1.6796, -2.1274, -1.2325], [-1.6790, 2.1258, -1.2303], [-2.3666, 3.0206, -1.4675], [-2.1329, -1.6663, -1.2053], [-3.0073, -2.3587, -1.4483], [2.1313, 1.6657, -1.2008], [3.0084, 2.3593, -1.4502], [0.0078, 1.1452, 3.6013], [0.0003, -0.0001, 2.9043], [-0.0072, -1.1454, 3.6014], [-0.0013, -0.0005, 1.2241], [-0.0003, 1.1929, 4.6184], [0.0089, 1.9407, 2.9885], [-0.0094, -1.9413, 2.9888], [0.0009, -1.1917, 4.6183]],
  "forces_ev_per_a": [[0.0, 0.0, 2.6], [0.0, 0.0, -2.4], [0.0, 0.0, -0.9], [-2.7, 3.5, 1.0], [2.6, -3.4, -1.2], [-2.9, 3.7, -1.3], [2.9, -3.8, 1.1], [-2.7, -2.2, -1.1], [2.8, 2.2, 0.9], [3.1, 2.4, -1.2], [-3.2, -2.5, 1.0], [0.0, -1.1, -2.6], [0.0, 0.0, 5.9], [0.0, 1.1, -2.6], [0.0, 0.0, -0.6], [0.0, 0.2, -0.2], [0.0, 1.0, 0.9], [0.0, -1.0, 0.9], [0.0, -0.2, -0.2]],
  "total_charge": 3,
  "e_tot_ha": -1286.09859,
  "max_force_ev_per_a": 5.9,
  "e_above_lowest_ev": 0.000,
  "e_lumo_ev": [-16.64, -15.85]
}